1.
70
Properties=species:S:1:pos:R:3 method="wB97M-V/def2-TZVPD" homo_lumo_gap_ev=7.636 max_force_ev_per_a=10.3 e_homo_ev=-5.41 energy_ev=-106131.8703 total_charge=-1
N 0.955 0.512 1.297
O 1.055 -0.680 1.191
O 1.004 1.161 0.264
O 0.818 1.076 2.370
O -3.626 -0.584 -3.295
S -3.873 -0.451 -1.853
O -4.998 -1.175 -1.205
O -2.433 -0.897 -1.020
C -1.331 -1.025 -1.802
C -0.077 -1.447 -1.041
C -3.848 1.334 -1.356
H -1.198 -0.126 -2.403
H -1.517 -1.931 -2.380
H -0.298 -2.388 -0.535
H 0.270 -0.725 -0.301
H 0.727 -1.700 -1.732
H -4.215 1.383 -0.331
H -4.630 1.785 -1.968
H -2.925 1.848 -1.622
O 2.821 -4.396 1.896
S 2.203 -3.100 1.665
O 1.299 -2.647 2.745
O 3.448 -2.004 1.504
C 4.197 -1.512 2.543
C 3.867 -0.024 2.704
C 1.384 -3.033 0.020
H 5.252 -1.507 2.269
H 3.873 -2.047 3.435
H 4.338 0.590 1.936
H 4.364 0.379 3.586
H 2.792 0.104 2.835
H 2.048 -2.621 -0.741
H 0.455 -2.464 0.052
H 1.120 -4.016 -0.370
C -1.956 0.659 2.822
C -1.764 -0.542 3.765
C -0.886 -1.677 3.231
F -0.731 -2.745 4.050
F -1.176 -2.080 2.004
F -1.272 -0.197 4.944
F -3.014 -0.895 3.976
O -2.663 1.650 3.586
C -2.371 3.066 3.270
C -3.008 3.421 1.970
F -2.619 2.795 0.843
F -4.385 3.216 1.906
F -2.951 3.726 4.246
F -1.095 3.299 3.227
H -2.495 0.412 1.908
H -0.948 0.891 2.477
H 0.070 -1.165 3.123
H -2.965 4.496 1.795
C 0.654 1.477 -4.050
C 0.673 0.555 -5.259
C 0.055 -0.798 -4.815
F -1.225 -0.655 -4.379
F 0.122 -1.574 -5.926
F -0.061 1.161 -6.135
F 1.947 0.531 -5.843
O 1.780 0.996 -3.272
C 1.801 1.431 -2.001
C 3.158 1.268 -1.355
F 3.113 1.532 0.020
F 3.669 0.048 -1.471
F 1.606 2.741 -1.875
F 0.806 0.767 -1.384
H -0.294 1.378 -3.521
H 0.641 2.542 -4.280
H 0.623 -1.321 -4.045
H 3.834 1.921 -1.907


2.
47
Properties=species:S:1:pos:R:3 method="wB97M-V/def2-TZVPD" homo_lumo_gap_ev="2.931 / 7.094" max_force_ev_per_a=5.4 e_homo_ev="-0.35 / -4.52" energy_ev=-63089.0047 multiplicity=5 total_charge=-1 s2=6.082
O 0.143 2.810 -1.638
C 0.067 2.292 -0.605
Fe -0.149 1.504 1.045
C -1.081 2.977 1.586
O -1.641 3.964 1.822
C 1.305 2.265 1.672
O 2.215 2.928 1.966
C 0.896 -0.082 0.537
C 1.513 -0.763 1.730
C 0.565 -0.656 2.941
C -0.307 0.570 2.804
C -1.538 0.420 2.090
C -1.567 -0.330 0.894
C -0.423 -0.445 0.107
H 1.628 0.164 -0.246
H 1.732 -1.826 1.514
H 2.486 -0.302 1.962
H -0.080 -1.553 2.960
H 1.138 -0.657 3.881
H -0.277 1.250 3.666
H -2.460 0.834 2.508
H -2.538 -0.615 0.471
H -0.526 -0.755 -0.944
C 7.194 -0.275 -4.201
O 5.940 -0.857 -3.854
C 5.494 -0.475 -2.560
C 4.098 -1.050 -2.354
N 4.095 -2.466 -2.465
C 2.824 -3.114 -2.407
C 3.032 -4.603 -2.632
O 4.066 -4.999 -1.735
C 4.236 -6.409 -1.661
H 7.408 -0.593 -5.225
H 7.186 0.831 -4.170
H 8.008 -0.619 -3.540
H 6.171 -0.871 -1.776
H 5.410 0.628 -2.480
H 3.738 -0.701 -1.365
H 3.434 -0.650 -3.141
H 4.854 -2.960 -2.006
H 2.324 -2.980 -1.423
H 2.187 -2.709 -3.206
H 2.081 -5.128 -2.418
H 3.344 -4.761 -3.682
H 4.936 -6.585 -0.840
H 3.298 -6.954 -1.448
H 4.659 -6.826 -2.591


3.
47
Properties=species:S:1:pos:R:3 method="wB97M-V/def2-TZVPD" homo_lumo_gap_ev=9.316 max_force_ev_per_a=0.9 smiles="Cc1ccc(N([C@H](C)C(=O)N2CCOCC2)S(C)(=O)=O)cc1C" e_homo_ev=-8.70 energy_ev=-38986.5875
C 1.207 0.312 -5.499
C 0.946 0.058 -4.046
C 1.151 -1.202 -3.504
C 0.924 -1.461 -2.164
C 0.463 -0.448 -1.337
C 0.245 0.816 -1.876
C 0.485 1.083 -3.214
C 0.238 2.456 -3.761
H -0.505 2.421 -4.557
H -0.121 3.124 -2.983
H 1.153 2.872 -4.182
H -0.131 1.602 -1.238
N 0.191 -0.674 0.032
S -0.655 -2.038 0.465
O -1.297 -2.524 -0.717
O -1.502 -1.680 1.567
C 0.521 -3.277 1.061
H 1.289 -3.429 0.316
H -0.049 -4.184 1.214
H 0.926 -2.917 1.999
C 1.001 0.049 1.001
C 2.477 -0.355 0.923
H 2.823 -0.282 -0.106
H 3.067 0.312 1.546
H 2.619 -1.369 1.283
C 0.466 -0.204 2.416
O 1.000 -1.034 3.134
N -0.526 0.595 2.851
C -1.349 1.410 1.974
H -0.729 2.131 1.434
C -2.369 2.186 2.805
O -3.242 1.357 3.534
C -2.642 0.137 3.945
C -1.138 0.283 4.134
H -0.912 1.078 4.854
H -0.705 -0.653 4.488
H -2.820 -0.644 3.194
H -3.127 -0.143 4.883
H -2.998 2.792 2.146
H -1.834 2.865 3.489
H -1.866 0.767 1.251
H 0.930 1.118 0.770
H 1.081 -2.451 -1.770
H 1.501 -2.001 -4.141
H 0.296 0.635 -6.000
H 1.951 1.098 -5.626
H 1.568 -0.589 -5.987


4.
47
Properties=species:S:1:pos:R:3 method="wB97M-V/def2-TZVPD" homo_lumo_gap_ev=9.750 max_force_ev_per_a=0.9 smiles="CCNS(=O)(=O)c1ccc(OC)c(C(=O)NC2CCCCC2)c1" e_homo_ev=-9.07 energy_ev=-38987.2750
C 1.818 5.269 3.332
C 1.936 4.023 2.461
N 0.820 3.838 1.557
S -0.568 3.175 2.219
O -0.793 3.621 3.567
O -1.604 3.385 1.250
C -0.119 1.453 2.246
C 0.016 0.796 1.038
C 0.363 -0.543 1.011
C 0.574 -1.233 2.222
C 0.439 -0.548 3.430
C 0.093 0.792 3.438
H -0.028 1.334 4.363
H 0.597 -1.054 4.369
O 0.862 -2.543 2.114
C 1.140 -3.286 3.278
H 1.382 -4.289 2.929
H 1.996 -2.876 3.821
H 0.271 -3.333 3.942
C 0.573 -1.243 -0.303
O 1.591 -1.835 -0.585
N -0.478 -1.109 -1.142
H -1.295 -0.605 -0.832
C -0.502 -1.656 -2.482
C -0.681 -0.541 -3.514
C -0.692 -1.123 -4.925
C -1.801 -2.161 -5.068
C -1.625 -3.271 -4.036
C -1.617 -2.693 -2.624
H -2.579 -2.217 -2.418
H -1.468 -3.489 -1.892
H -0.682 -3.789 -4.219
H -2.432 -4.000 -4.132
H -2.770 -1.679 -4.921
H -1.787 -2.583 -6.074
H 0.272 -1.593 -5.128
H -0.835 -0.322 -5.653
H 0.129 0.183 -3.412
H -1.625 -0.024 -3.324
H 0.471 -2.139 -2.623
H -0.144 1.352 0.128
H 0.599 4.655 1.009
H 1.967 3.127 3.086
H 2.851 4.057 1.861
H 1.788 6.163 2.712
H 2.670 5.338 4.004
H 0.904 5.215 3.918


5.
47
Properties=species:S:1:pos:R:3 method="wB97M-V/def2-TZVPD" homo_lumo_gap_ev=9.230 max_force_ev_per_a=1.1 smiles="CCS(=O)(=O)N1CCC(C(=O)NCc2ccc(OC)cc2)CC1" e_homo_ev=-8.54 energy_ev=-38987.1999
C -6.092 -2.075 0.406
C -4.848 -1.450 0.998
H -5.075 -0.631 1.673
H -4.205 -2.175 1.486
S -3.861 -0.754 -0.360
O -4.634 0.275 -1.001
O -3.387 -1.837 -1.175
N -2.563 -0.121 0.497
C -1.251 -0.442 -0.019
C -0.902 0.417 -1.233
H -1.629 0.201 -2.019
H 0.094 0.153 -1.595
C -0.977 1.909 -0.872
C 0.167 2.257 0.080
O 0.046 2.402 1.279
N 1.354 2.394 -0.552
H 1.414 2.195 -1.539
C 2.612 2.518 0.161
C 3.399 1.237 0.073
C 2.901 0.083 0.660
C 3.571 -1.123 0.558
C 4.771 -1.190 -0.144
C 5.277 -0.031 -0.734
C 4.595 1.163 -0.630
H 5.001 2.050 -1.095
H 6.209 -0.096 -1.273
O 5.517 -2.315 -0.311
C 5.063 -3.517 0.263
H 5.808 -4.267 0.004
H 4.092 -3.816 -0.145
H 4.992 -3.440 1.353
H 3.151 -1.997 1.028
H 1.974 0.130 1.212
H 2.349 2.742 1.199
H 3.184 3.353 -0.255
C -2.350 2.225 -0.271
C -2.698 1.272 0.874
H -3.733 1.429 1.180
H -2.034 1.455 1.722
H -2.363 3.249 0.105
H -3.110 2.121 -1.047
H -0.846 2.504 -1.783
H -1.265 -1.497 -0.295
H -0.530 -0.284 0.788
H -6.722 -2.511 1.179
H -6.658 -1.316 -0.129
H -5.807 -2.850 -0.301


6.
46
Properties=species:S:1:pos:R:3 method="wB97M-V/def2-TZVPD" homo_lumo_gap_ev=8.475 max_force_ev_per_a=18.1 e_homo_ev=-8.38 energy_ev=-27022.5419
C -3.256 -1.940 -2.083
C -4.057 -1.357 -1.098
C -3.456 -1.397 0.280
N -2.273 -0.837 0.401
C -2.375 0.386 0.388
O -3.509 1.076 0.622
N -1.289 1.130 0.801
C -0.063 0.571 0.483
C -0.029 -0.804 0.411
N 1.376 -1.266 0.504
C 1.984 0.060 0.633
N 1.137 1.086 0.576
H 1.580 1.760 0.627
C 3.547 0.058 0.678
C 4.192 -1.426 0.400
H 3.403 -2.235 0.802
H 5.020 -1.665 1.334
C 4.778 -1.494 -0.790
H 4.161 -1.619 -1.664
H 5.618 -2.090 -0.826
C 5.188 0.002 -1.191
H 6.010 0.327 -0.360
H 5.434 0.345 -2.089
C 3.980 0.847 -0.389
H 3.267 1.022 -1.573
H 4.398 1.837 -0.289
H 3.823 0.274 1.577
C -1.137 -1.459 0.385
O -1.345 -2.860 0.456
C -1.214 2.666 0.790
C -1.320 3.473 -0.712
C -0.118 3.112 -1.639
H -0.177 3.655 -2.461
H 0.064 1.949 -1.704
H 0.760 3.500 -1.031
H -2.165 3.164 -1.138
H -1.461 4.439 -0.690
H -0.372 3.074 1.535
H -2.167 3.001 1.301
H -3.543 -2.409 0.631
H -4.217 -1.133 1.203
H -4.534 -0.219 -1.059
H -5.270 -1.906 -1.068
H -3.127 -3.120 -1.914
H -3.897 -1.831 -3.212
H -2.211 -1.459 -2.241


7.
54
Properties=species:S:1:pos:R:3 method="wB97M-V/def2-TZVPD" homo_lumo_gap_ev=7.354 max_force_ev_per_a=0.3 e_homo_ev=-4.99 energy_ev=-78257.9168 total_charge=-1
Tl -0.626 -1.148 0.672
C 3.469 -3.181 -1.175
C 2.075 -2.716 -0.876
N 1.821 -1.539 -0.387
O 2.799 -0.720 -0.155
C 0.920 -3.590 -1.126
C 1.136 -5.073 -1.152
N -0.219 -3.028 -1.306
O -1.261 -3.987 -1.506
H 4.103 -2.302 -1.278
H 3.509 -3.770 -2.094
H 3.882 -3.796 -0.369
H 1.879 0.709 0.195
H 1.443 -5.390 -2.152
H 0.227 -5.601 -0.881
H 1.935 -5.335 -0.460
C 1.992 0.716 3.024
Si 1.234 2.099 2.026
C -0.537 2.413 2.558
C 2.230 3.667 2.318
N 1.307 1.563 0.379
C 0.699 2.102 -0.739
C 0.597 1.346 -1.916
C -0.005 1.872 -3.045
C -0.525 3.162 -3.050
C -0.429 3.919 -1.890
C 0.173 3.402 -0.752
H 2.187 1.036 4.050
H 2.932 0.393 2.571
H 1.335 -0.155 3.062
H -0.570 2.767 3.593
H -1.124 1.494 2.498
H -1.033 3.159 1.934
H 2.185 3.962 3.371
H 1.873 4.508 1.721
H 3.278 3.499 2.058
H 1.007 0.343 -1.924
H -0.072 1.260 -3.937
H -0.996 3.565 -3.937
H -0.821 4.930 -1.868
H 0.254 4.021 0.132
O -2.953 -5.405 1.217
S -2.596 -4.012 1.128
O -1.206 -3.724 1.496
O -3.575 -3.070 1.654
S -2.686 -3.409 -0.912
S -5.365 0.983 0.253
C -4.433 2.093 -0.660
C -3.185 1.595 -0.850
N -2.961 0.364 -0.288
C -4.018 -0.076 0.325
H -4.838 3.030 -1.006
H -2.387 2.082 -1.391
H -4.058 -1.027 0.849


8.
52
Properties=species:S:1:pos:R:3 method="wB97M-V/def2-TZVPD" homo_lumo_gap_ev=10.859 max_force_ev_per_a=5.4 smiles="C[C@H]1COC(=O)O1.C[C@H]1COC(=O)O1.C[C@H]1COC(=O)O1.C[C@H]1COC(=O)O1" e_homo_ev=-10.64 energy_ev=-41549.5702
C 4.086 -9.205 -5.466
C 2.568 -9.193 -5.256
C 1.894 -7.837 -4.915
O 0.889 -7.593 -5.878
C 0.964 -8.666 -6.794
O 0.169 -8.797 -7.756
O 1.977 -9.520 -6.502
H 4.470 -10.221 -5.560
H 4.508 -8.647 -4.630
H 4.559 -8.721 -6.320
H 2.359 -10.024 -4.582
H 2.584 -6.999 -5.021
H 1.523 -7.689 -3.901
C -0.006 0.214 -3.317
C -0.266 1.525 -3.922
C -0.663 2.541 -2.810
O 0.453 3.412 -2.739
C 1.429 3.018 -3.633
O 2.444 3.680 -3.774
O 1.032 1.949 -4.356
H 0.625 0.165 -2.430
H 0.262 -0.362 -4.203
H -0.852 -0.310 -2.873
H -0.986 1.459 -4.737
H -0.736 1.914 -1.920
H -1.526 3.190 -2.960
C 2.255 2.839 4.816
C 3.110 2.964 6.061
C 2.244 2.729 7.238
O 2.931 1.605 7.888
C 3.936 1.164 7.261
O 4.554 0.162 7.554
O 4.143 1.942 6.201
H 1.569 3.672 4.661
H 1.655 1.950 4.623
H 2.944 2.990 3.986
H 3.650 3.911 6.093
H 1.217 2.411 7.064
H 2.262 3.615 7.872
C -4.860 6.053 2.393
C -5.143 4.795 3.155
C -6.579 4.206 2.890
O -6.308 2.898 2.502
C -5.046 2.637 2.311
O -4.533 1.550 2.063
O -4.287 3.672 2.752
H -5.413 6.921 2.752
H -4.867 5.825 1.328
H -3.789 6.240 2.471
H -5.095 4.948 4.233
H -7.172 4.873 2.265
H -7.138 4.145 3.823


| no. | molar mass (g mol⁻¹) |
| --- | --- |
| 1 | 774.47 |
| 2 | 366.21 |
| 3 | 340.44 |
| 4 | 340.44 |
| 5 | 340.44 |
| 6 | 304.39 |
| 7 | 681.06 |
| 8 | 408.36 |